[1]
One molecule with the formula C16H23NO4S, computed with ωB97M-V/def2-TZVPD.

Output
SMILES string: CCCCOc1ccc(NC(=O)CSCC(=O)OCC)cc1
Frontier orbital gap (eV): 8.208
Highest occupied orbital energy (hartree): -0.2796
E_LUMO (hartree): 0.0220
Energy above the lowest of the compared OMol25 structures with the same formula, charge and spin (kJ/mol): 9.38

ORCA input file:
```
! RIJCOSX wB97M-V def2-TZVPD def2/J DEFGRID3
* xyz 0 1
C -8.255 -0.006 -0.014
C -7.005 -0.875 0.062
C -5.806 -0.151 0.670
C -5.305 1.004 -0.201
O -4.112 1.576 0.294
C -2.928 0.918 0.130
C -2.737 -0.248 -0.603
C -1.478 -0.812 -0.715
C -0.385 -0.222 -0.094
C -0.573 0.949 0.640
C -1.825 1.509 0.749
H -1.980 2.416 1.313
H 0.275 1.414 1.122
N 0.913 -0.742 -0.161
C 1.357 -1.814 -0.845
O 0.697 -2.539 -1.558
C 2.862 -2.051 -0.688
H 3.410 -1.290 -1.243
H 3.100 -3.035 -1.091
S 3.426 -1.987 1.050
C 4.740 -0.730 0.942
C 4.202 0.635 0.572
O 3.070 1.001 0.760
O 5.152 1.375 0.015
C 4.795 2.705 -0.388
C 4.087 2.706 -1.735
H 3.135 2.187 -1.662
H 3.902 3.731 -2.043
H 4.703 2.217 -2.486
H 5.744 3.242 -0.438
H 4.154 3.146 0.380
H 5.169 -0.678 1.944
H 5.515 -1.041 0.242
H 1.594 -0.214 0.380
H -1.344 -1.715 -1.286
H -3.559 -0.737 -1.101
H -5.178 0.676 -1.241
H -6.022 1.829 -0.186
H -4.989 -0.862 0.810
H -6.070 0.243 1.654
H -7.222 -1.754 0.673
H -6.746 -1.226 -0.940
H -8.111 0.829 -0.694
H -9.099 -0.592 -0.371
H -8.504 0.388 0.969
*
```

Results of the Löwdin charge analysis, in e, for atoms 1 through 4: -0.1127, -0.2637, -0.1884, -0.2078

---

[2]
A 2-piece molecular cluster, C27H52BrNO3S overall at a distorted geometry, computed with ωB97M-V/def2-TZVPD.

Output
Frontier orbital gap (eV): 4.078
Highest occupied orbital energy (hartree): -0.1694
E_LUMO (hartree): -0.0195

ORCA input file:
```
! RIJCOSX wB97M-V def2-TZVPD def2/J DEFGRID3
* xyz 0 1
C -0.765 0.046 3.514
C 0.123 1.272 2.805
C -0.645 2.078 1.632
N -0.388 1.726 0.200
C -1.708 1.309 -0.488
C -2.294 -0.144 -0.046
C -2.047 -1.409 -1.021
C -1.470 -1.142 -2.512
C -3.418 -2.351 -1.203
C -3.221 -3.881 -0.615
C -4.320 -4.280 0.553
C -4.737 -3.352 1.643
C -3.586 -2.433 2.390
C -6.296 -3.163 2.135
C -0.079 3.006 -0.615
C -1.067 4.294 -0.575
C -1.887 4.328 -2.158
C -3.553 3.843 -2.102
O -3.027 5.388 -2.305
C 1.502 3.414 -0.250
C 1.797 4.486 0.942
C 2.220 1.915 -0.221
S 2.861 1.815 -2.006
Br 3.465 2.077 1.292
C 0.879 0.921 -0.191
C 1.014 -0.648 0.206
C 2.444 -1.204 0.723
C 3.660 -1.189 -0.407
C 4.662 -2.453 0.036
C 6.259 -1.977 0.132
O 7.054 -3.195 0.355
C 7.548 -3.781 -0.900
H -0.604 0.093 4.692
H -1.892 0.054 3.198
H -0.224 -0.966 3.181
H 0.313 2.030 3.709
H 1.161 0.808 2.563
H -0.502 3.236 1.897
H -1.811 1.897 1.824
H -2.592 2.062 -0.193
H -1.608 1.472 -1.666
H -3.478 -0.062 0.102
H -1.905 -0.460 1.038
H -1.273 -2.134 -0.472
H -0.385 -0.652 -2.554
H -2.166 -0.386 -3.120
H -1.427 -2.121 -3.165
H -4.366 -1.880 -0.704
H -3.599 -2.479 -2.372
H -2.165 -4.097 -0.163
H -3.366 -4.672 -1.497
H -4.800 -5.347 0.506
H -3.993 -1.312 2.346
H -3.366 -2.796 3.489
H -2.550 -2.474 1.810
H -6.985 -2.814 1.238
H -6.767 -4.161 2.588
H -6.352 -2.364 2.989
H 0.051 2.864 -1.795
H -0.557 5.346 -0.622
H -1.958 4.214 0.189
H -1.217 3.992 -3.164
H -4.119 3.961 -3.141
H -4.084 3.709 -1.065
H 1.773 4.048 -1.224
H 2.907 4.928 0.924
H 1.490 4.111 2.033
H 1.111 5.449 0.768
H 4.046 2.578 -2.130
H 0.685 0.836 -1.372
H 0.209 -0.959 1.032
H 0.721 -1.306 -0.747
H 2.289 -2.363 0.974
H 2.784 -0.733 1.766
H 3.169 -1.524 -1.414
H 4.252 -0.182 -0.449
H 4.515 -3.397 -0.668
H 4.407 -2.852 1.132
H 6.522 -1.383 -0.841
H 6.324 -1.330 1.124
H 8.733 -3.866 -0.816
H 7.099 -4.851 -1.087
H 7.341 -3.138 -1.857
O 3.740 3.205 -5.298
H 3.490 2.854 -4.463
*
```

Results of the Löwdin charge analysis, in e, for atoms 1 through 4: -0.1201, -0.1984, -0.1219, -0.1674

---

[3]
C8H13BEuN2 as an isolated structure at a distorted geometry, computed with ωB97M-V/def2-TZVPD.

Output
Frontier orbital gap (spin up / spin down) (eV): 1.770 / 6.269
Highest occupied orbital energy (spin up / spin down) (hartree): 0.1242 / -0.0358
E_LUMO (spin up / spin down) (hartree): 0.1893 / 0.1946
Expectation value of S²: 15.769
Energy above the lowest of the compared OMol25 structures with the same formula, charge and spin (kJ/mol): 449.35

ORCA input file:
```
! RIJCOSX wB97M-V def2-TZVPD def2/J DEFGRID3
* xyz -2 8
C -0.430 1.052 -2.082
C 0.968 1.190 -1.845
C 1.138 2.015 -0.697
C -0.151 2.377 -0.218
C -1.123 1.778 -1.072
Eu 0.000 0.000 0.000
N -1.314 -1.306 0.029
C -0.360 -2.352 -0.494
C 1.030 -1.694 -0.689
H 2.092 2.287 -0.242
H 1.767 0.741 -2.436
H -0.364 2.978 0.667
H -2.206 1.848 -0.960
H -0.891 0.455 -2.872
H 1.394 -1.768 -1.724
H -0.310 -3.194 0.227
H -2.289 -1.609 0.024
H 1.786 -2.056 0.024
H -0.736 -2.742 -1.460
B 0.000 0.000 4.861
C 0.000 0.000 3.261
N 0.000 0.000 2.000
H 0.939 -0.542 5.244
H -0.939 -0.542 5.244
H 0.000 1.084 5.244
*
```

Results of the Löwdin charge analysis, in e, for atoms 1 through 4: -0.2493, -0.2657, -0.2657, -0.2803

---

[4]
C4H10N4 as an isolated structure at a distorted geometry, computed with ωB97M-V/def2-TZVPD.

Output
Frontier orbital gap (eV): 9.671
Highest occupied orbital energy (hartree): -0.7239
E_LUMO (hartree): -0.3685
Energy above the lowest of the compared OMol25 structures with the same formula, charge and spin (kJ/mol): 388.53

ORCA input file:
```
! RIJCOSX wB97M-V def2-TZVPD def2/J DEFGRID3
* xyz 2 1
C -1.436 -0.632 1.529
C -0.762 -0.850 -0.516
C 1.861 -0.183 0.272
C 0.119 1.678 -0.545
N -1.569 -1.293 0.428
N -0.503 0.363 1.361
N -0.679 -1.313 -1.721
N 0.038 0.276 0.082
H -2.125 -0.773 2.333
H 1.994 -1.272 0.195
H 2.217 0.578 -0.462
H 2.048 -0.131 1.402
H 0.911 1.996 0.030
H 0.487 1.585 -1.564
H -0.873 1.998 -0.451
H -0.487 1.171 1.994
H -1.295 -2.068 -2.043
H 0.055 -1.130 -2.325
*
```

Results of the Löwdin charge analysis, in e, for atoms 1 through 4: 0.0358, -0.2521, 0.2490, 0.1114

---

| no. | total energy (hartree) |
| --- | --- |
| 1 | -1377.41377 |
| 2 | -4311.75243 |
| 3 | -1156.99428 |
| 4 | -376.65534 |